9
Properties=species:S:1:pos:R:3:forces:R:3 method="wB97M-V/def2-TZVPD" lumo_ev="-6.6239 / -10.6552" s2=2.014 multiplicity=3 total_charge=+1 orbital_gap_ev="6.551 / 6.775" de_lowest_kj_mol=104.9 e_tot_ev=-15509.4116
C 0.58524 -0.72235 0.14823 2.739 2.946 0.428
C 0.40409 0.74762 -0.16014 2.966 -0.543 1.517
O -1.32602 -1.26091 -0.18280 -2.825 -1.078 0.028
O -0.93730 1.15003 0.03016 -1.663 0.322 -0.759
P -2.03192 0.06411 0.02057 -1.075 0.074 0.056
H 1.27985 -1.34842 -0.32706 1.109 -0.356 -0.763
H 0.32292 -1.18077 1.12789 -0.720 0.174 -0.184
H 0.91388 1.51874 0.50405 0.159 -1.318 -0.404
H 0.78926 1.03194 -1.16090 -0.690 -0.220 0.080